Model P:
The following is a DFT calculation (ωB97M-V with the def2-TZVPD basis set) of 2 unconnected molecules or ions with the total composition C3H5N2O3.

Calculated values
LUMO energy, eV: 3.93
Multiplicity: 1
Net charge: -1
Orbital gap, eV: 7.2

Geometry (Å):
H  -0.6322  -2.2741  0.3021
H  -0.2967  -2.3651  -1.2946
H  1.6925  -0.8267  -0.0103
H  2.6300  0.9018  0.0574
C  -2.3215  0.4597  0.1488
O  -2.5284  0.1258  1.3035
N  0.2102  -2.0809  -0.3588
C  0.1035  0.3610  0.0258
C  0.7365  1.4980  0.3523
H  0.2411  2.3603  0.6032
N  0.7863  -0.8008  -0.4864
O  -2.7784  0.9473  -0.8674
O  2.1571  1.6938  0.2245



Model Q:
The following is a DFT calculation (ωB97M-V with the def2-TZVPD basis set) of a gas-phase ion, C3H5N2O3 (charge -1).

Calculated values
LUMO energy, eV: 3.98
Multiplicity: 1
Net charge: -1
SMILES: NCC(=O)NC(=O)[O-]
Orbital gap, eV: 8.7

Geometry (Å):
H  -0.0969  -2.0924  0.2339
N  0.8071  0.8740  0.2131
O  0.5758  -0.4233  -1.7966
H  -1.0795  -0.8394  -0.6144
C  -0.7436  -1.2575  0.3034
O  1.2784  1.7219  -1.8350
N  -1.8366  -1.6897  1.1675
H  1.0349  1.8483  0.4440
C  0.9173  0.6905  -1.2966
H  -2.7066  -1.4955  0.8464
C  -0.1109  0.0960  0.9412
H  -1.7328  -2.3750  1.8520
O  -0.4279  0.3877  2.1173



Stability order, top to bottom: model Q, model P



Model P:
The following is a DFT calculation (ωB97M-V with the def2-TZVPD basis set) of 2 unconnected molecules or ions with the total composition CH7N2O.

Calculated values
LUMO energy, eV: 4.79
Multiplicity: 1
Net charge: -1
Orbital gap, eV: 7.4

Geometry (Å):
H  -2.0887  0.6884  -1.2147
O  -0.8469  -0.8061  -0.5977
N  1.6113  -1.3050  1.2955
H  0.5957  1.6065  -0.4152
H  -1.6244  0.8314  0.5083
H  1.1859  -1.1812  0.3960
H  0.9077  -0.9871  1.9176
N  -0.2250  1.5729  -0.9597
C  -1.2879  0.4751  -0.4510
H  -0.0761  1.3532  -1.8942
H  1.8484  -2.2481  1.4150



Model Q:
The following is a DFT calculation (ωB97M-V with the def2-TZVPD basis set) of 2 unconnected molecules or ions with the total composition CH7N2O.

Calculated values
LUMO energy, eV: 3.67
Multiplicity: 1
Net charge: -1
Orbital gap, eV: 5.7

Geometry (Å):
H  -0.4393  -1.6377  1.6178
N  -0.4406  0.2269  -2.0302
N  -0.0173  -1.2313  2.4342
H  0.5552  0.7789  -0.2245
H  0.2557  -1.7999  3.2176
H  -1.3316  0.6443  -1.7767
H  -0.6342  -0.5228  2.8191
H  1.5369  0.7312  -1.7320
C  0.5791  1.1210  -1.2908
H  -0.3890  -0.6996  -1.6066
O  0.3252  2.3890  -1.4280



Model R:
The following is a DFT calculation (ωB97M-V with the def2-TZVPD basis set) of 2 unconnected molecules or ions with the total composition CH7N2O.

Calculated values
LUMO energy, eV: 3.53
Multiplicity: 1
Net charge: -1
Orbital gap, eV: 5.9

Geometry (Å):
H  1.4126  1.0343  0.7615
N  1.2443  0.1242  0.2938
H  0.4305  0.2340  -0.3423
O  2.5012  0.9945  -1.6666
H  -3.3868  -0.6140  1.5279
C  2.4931  0.1176  -0.6173
H  -2.7478  0.0468  0.2520
H  3.4292  0.2777  0.0442
H  -4.0919  -0.9579  -0.0128
N  -3.7231  -0.2570  0.5917
H  2.4386  -1.0003  -0.8320



Stability order, top to bottom: model P, model Q, model R



Model P:
The following is a DFT calculation (ωB97M-V with the def2-TZVPD basis set) of H5NP4 in the gas phase.

Calculated values
LUMO energy (alpha / beta), eV: -1.59 / -1.89
Multiplicity: 1
Orbital gap (alpha / beta), eV: 7.7 / 6.2

Geometry (Å):
H  -1.8337  0.8993  -0.7137
P  2.3461  -0.5974  0.6186
N  0.3275  0.8311  -1.4153
H  -3.2916  -0.6780  -0.2690
P  -1.1283  -0.0752  1.2041
H  1.4964  -1.5996  1.1172
P  0.6748  0.7145  0.0507
H  2.1946  -0.9202  -0.7543
H  1.1622  1.8609  0.8440
P  -1.9480  -0.4355  -0.6824



Model Q:
The following is a DFT calculation (ωB97M-V with the def2-TZVPD basis set) of H5NP4 in the gas phase.

Calculated values
LUMO energy (alpha / beta), eV: -1.87 / -1.22
Multiplicity: 1
Orbital gap (alpha / beta), eV: 7.1 / 7.3

Geometry (Å):
H  0.8658  2.0072  -0.0232
P  2.3618  -0.2683  0.7266
P  0.5104  0.6040  -0.4452
H  1.8085  -1.3970  0.1659
P  -1.7624  0.7940  -0.5389
P  -2.3907  -0.4118  1.0480
H  -3.0684  0.6984  1.5061
H  -3.3612  -0.7754  0.2296
N  0.6238  0.1185  -1.8904
H  1.8198  -0.8281  2.0205



Stability order, top to bottom: model P, model Q